Below is C24H33BrN4O2 in the gas phase in a non-equilibrium geometry, with properties calculated with the ωB97M-V functional and the def2-TZVPD basis.

```
64
Properties=species:S:1:pos:R:3:nbo_charge:R:1
C -3.148 2.334 -2.148 -0.638
C -2.404 1.923 -0.871 -0.200
N -2.341 0.507 -0.584 -0.480
C -1.711 -0.336 -1.591 -0.217
C -2.816 -1.229 -2.155 -0.417
C -3.679 -1.458 -0.919 -0.411
C -3.602 -0.117 -0.175 -0.049
C -3.607 -0.294 1.353 -0.228
N -2.365 -0.863 1.815 -0.624
C -2.262 -2.132 2.254 0.696
O -3.221 -2.876 2.352 -0.651
C -0.871 -2.596 2.674 -0.319
C 0.187 -1.519 2.896 -0.428
C 1.450 -2.198 3.446 -0.208
N 1.978 -3.248 2.603 -0.444
C 2.930 -2.861 1.586 -0.234
C 2.422 -2.189 0.345 0.044
N 2.205 -0.842 0.277 -0.463
C 1.849 -0.598 -0.951 0.454
C 1.543 0.696 -1.516 -0.017
C 1.317 0.845 -2.884 -0.208
C 1.026 2.092 -3.405 -0.199
C 0.953 3.200 -2.578 -0.245
C 1.182 3.039 -1.220 -0.061
Br 1.065 4.557 -0.074 0.059
C 1.479 1.806 -0.675 -0.239
O 1.807 -1.711 -1.716 -0.410
C 2.171 -2.726 -0.891 0.267
C 2.216 -4.108 -1.427 -0.661
C 0.972 -4.215 2.218 -0.215
C -0.320 -3.603 1.658 -0.404
H -4.177 1.984 -2.129 0.201
H -3.156 3.417 -2.230 0.215
H -2.659 1.926 -3.030 0.201
H -1.374 2.285 -0.930 0.197
H -2.875 2.404 -0.010 0.193
H -0.953 -0.958 -1.095 0.177
H -1.209 0.260 -2.354 0.203
H -3.380 -0.694 -2.920 0.196
H -2.432 -2.153 -2.584 0.211
H -3.251 -2.246 -0.300 0.216
H -4.705 -1.728 -1.158 0.218
H -4.460 0.514 -0.445 0.185
H -3.748 0.677 1.837 0.191
H -4.411 -0.970 1.652 0.235
H -1.542 -0.329 1.589 0.414
H -1.025 -3.135 3.617 0.220
H 0.443 -1.017 1.961 0.211
H -0.161 -0.772 3.613 0.215
H 2.235 -1.456 3.606 0.204
H 1.209 -2.655 4.414 0.187
H 3.464 -3.769 1.282 0.200
H 3.647 -2.184 2.058 0.218
H 1.371 -0.020 -3.527 0.229
H 0.851 2.207 -4.464 0.222
H 0.720 4.174 -2.979 0.232
H 1.658 1.681 0.380 0.252
H 2.553 -4.091 -2.461 0.234
H 2.894 -4.715 -0.834 0.233
H 1.225 -4.564 -1.399 0.229
H 1.412 -4.904 1.495 0.195
H 0.715 -4.786 3.119 0.193
H -0.122 -3.095 0.711 0.194
H -1.053 -4.392 1.479 0.227
```

The SMILES is CCN1CCC[C@H]1CNC(=O)C1CCN(Cc2nc(-c3cccc(Br)c3)oc2C)CC1. The value obtained for the LUMO energy is 0.2 eV. As for the maximum force: 1.18 eV/A.

Below is a molecular structure, C24H33ClNO4P2V in a non-equilibrium geometry, with properties calculated with the ωB97M-V functional and the def2-TZVPD basis.

```
66
Properties=species:S:1:pos:R:3:lowdin_spin:R:1
C -0.893 2.394 -3.407 0.000
C -0.870 1.308 -2.537 0.004
N 0.215 0.998 -1.791 0.015
C 1.360 1.632 -2.056 0.004
C 1.420 2.711 -2.941 -0.001
C 0.263 3.114 -3.600 0.003
C -2.174 0.531 -2.331 0.001
P -1.963 -0.742 -0.996 0.015
V 0.185 -0.248 0.141 2.057
P 2.489 -0.578 -0.722 -0.079
C 2.585 1.157 -1.325 -0.019
C -0.313 -2.296 0.904 -0.028
C -0.804 -2.129 2.183 0.013
C -0.642 -3.167 3.118 0.000
C -0.058 -4.387 2.727 0.009
C 0.427 -4.547 1.422 -0.002
C 0.307 -3.490 0.504 0.001
O -2.053 -1.542 -4.929 -0.001
O 0.782 -1.611 -3.618 -0.005
H -1.790 2.611 -3.973 0.000
H 2.384 3.204 -3.108 0.000
H 0.301 3.914 -4.325 0.000
C -2.980 0.162 0.241 0.013
C -3.005 -2.165 -1.449 0.000
H 3.468 1.207 -1.980 -0.005
H 2.814 1.801 -0.456 0.000
H -2.473 0.025 -3.203 0.000
H -3.054 1.187 -2.130 0.000
C 3.484 -0.658 0.756 -0.014
C 3.330 -1.550 -1.954 -0.004
H -1.315 -1.204 2.463 0.003
H -0.982 -3.022 4.146 0.000
H 0.043 -5.198 3.453 0.001
H 0.881 -5.491 1.115 -0.001
H 0.690 -3.603 -0.505 -0.003
H -0.022 -1.328 -3.193 -0.002
H 0.777 -2.572 -3.629 -0.001
H -1.246 -1.592 -4.426 0.000
H -1.824 -0.807 -5.537 0.000
H 1.207 -1.336 -0.687 -0.032
H -3.939 0.415 -0.238 0.002
H -3.155 -0.456 1.133 0.001
H -2.459 1.089 0.536 0.002
H -4.071 -1.891 -1.403 0.000
H -2.761 -2.503 -2.468 0.000
H -2.807 -2.973 -0.730 0.000
H 4.337 -1.123 -2.099 0.000
H 3.395 -2.577 -1.570 -0.001
H 2.739 -1.533 -2.878 -0.001
H 4.539 -0.538 0.472 -0.005
H 3.185 0.122 1.471 -0.001
H 3.331 -1.632 1.232 0.000
Cl -1.200 5.362 6.332 0.001
C -0.729 4.198 5.157 0.003
C 0.064 3.113 5.534 0.000
C 0.453 2.161 4.588 0.003
C 0.032 2.315 3.263 0.000
C -0.750 3.398 2.867 0.002
C -1.140 4.340 3.814 0.000
C 0.402 1.268 2.244 0.019
O 1.117 0.315 2.542 -0.001
O -0.166 1.439 1.062 0.034
H 0.388 3.001 6.559 0.000
H 1.067 1.300 4.840 0.000
H -1.061 3.515 1.833 0.000
H -1.761 5.181 3.541 0.000
```

The value obtained for the LUMO energy (spin up / spin down) is 0.2 / 0.2 eV. As for the maximum force: 4.12 eV/A. As for the expectation value of S²: 2.11. As for the spin multiplicity: 3.

Below is a molecular structure, C24H33FN5OPt, with properties calculated with the ωB97M-V functional and the def2-TZVPD basis.

```
65
Properties=species:S:1:pos:R:3:nbo_charge:R:1
Pt 0.249 1.807 -0.673 0.904
C 2.380 3.469 -3.173 -0.629
C 2.574 2.804 -1.820 -0.066
C 3.329 3.675 -0.825 -0.620
C 3.117 1.391 -1.878 0.075
C 4.121 1.085 -2.752 -0.219
C 4.759 -0.167 -2.701 -0.033
C 4.398 -1.118 -1.766 -0.232
C 3.427 -0.862 -0.808 0.131
C 2.940 -2.016 0.047 -0.266
C 2.247 -3.056 -0.849 -0.593
C 4.083 -2.671 0.834 -0.601
C 2.788 0.428 -0.867 0.078
N 1.833 0.771 0.072 -0.305
C 2.226 0.607 1.349 0.054
C 3.629 0.723 1.663 -0.098
C 4.074 0.623 2.948 -0.237
C 3.154 0.401 3.984 0.028
C 1.781 0.287 3.737 -0.304
C 1.331 0.404 2.457 0.545
F 0.058 0.213 2.203 -0.280
H 1.840 4.408 -3.054 0.249
H 1.847 2.828 -3.874 0.235
H 3.352 3.720 -3.600 0.254
H 1.489 2.760 -1.440 0.070
H 4.362 3.770 -1.165 0.256
H 3.340 3.248 0.179 0.209
H 2.895 4.673 -0.775 0.255
H 4.459 1.812 -3.478 0.258
H 5.545 -0.387 -3.413 0.264
H 4.876 -2.088 -1.787 0.261
H 2.190 -1.658 0.755 0.193
H 2.943 -3.499 -1.561 0.232
H 1.420 -2.620 -1.415 0.194
H 1.854 -3.862 -0.230 0.246
H 4.787 -3.164 0.164 0.230
H 3.677 -3.436 1.494 0.247
H 4.640 -1.955 1.437 0.213
H 4.306 1.012 0.870 0.254
H 5.121 0.766 3.178 0.277
H 3.508 0.338 5.006 0.271
H 1.077 0.093 4.535 0.286
C -3.116 -2.382 0.128 -0.666
C -2.658 -0.975 0.270 0.263
C -3.208 0.100 0.946 -0.320
C -2.380 1.195 0.719 0.243
N -1.363 0.806 -0.073 -0.329
N -1.537 -0.520 -0.319 -0.347
C -2.527 2.583 1.236 -0.663
H -4.108 -2.411 -0.322 0.273
H -3.187 -2.850 1.109 0.271
H -2.439 -2.969 -0.491 0.235
H -4.116 0.095 1.528 0.274
H -0.915 -1.022 -0.931 0.427
H -2.860 2.556 2.272 0.268
H -3.287 3.122 0.668 0.258
H -1.596 3.143 1.181 0.230
N -2.201 2.081 -3.004 -0.781
C -1.869 3.190 -2.343 0.804
N -2.458 4.343 -2.627 -0.758
O -0.982 3.202 -1.417 -0.693
H -2.910 2.078 -3.719 0.436
H -1.752 1.212 -2.780 0.415
H -3.165 4.430 -3.339 0.434
H -2.205 5.165 -2.103 0.441
```

The value obtained for the LUMO energy (spin up / spin down) is -12.3 / -12.3 eV. Its relative energy (zero: lowest compared OMol25 entry of this formula, charge and spin) is 0.000 eV. As for the maximum force: 0.50 eV/A. As for the charge: +3.

| no. | calculated total energy (eV) |
| --- | --- |
| 1 | -105522.6596 |
| 2 | -91889.2801 |
| 3 | -40859.3835 |